(1)
Molecular formula: C6H10O
Method: DFT, ωB97M-V/def2-TZVPD

```
! RIJCOSX wB97M-V def2-TZVPD def2/J DEFGRID3
* xyz 0 1
C -2.09 -0.49 0.31
C -0.99 -0.74 -0.68
O -0.44 1.71 0.05
C 0.80 1.65 -0.29
C 1.57 0.43 -0.03
C 1.05 -0.66 0.81
C 0.31 -1.06 -0.45
H -2.71 0.35 -0.01
H -1.72 -0.27 1.31
H -2.73 -1.38 0.34
H -1.34 -0.93 -1.70
H 1.14 2.12 -1.24
H 1.53 2.15 0.49
H 2.57 0.34 -0.46
H 0.37 -0.32 1.59
H 1.78 -1.38 1.18
H 0.89 -1.53 -1.24
*
```

## Properties
Energy relative to the best compared isomer or geometry (same formula, charge and spin) ... 3.816 eV
Orbital gap ... 8.25 eV
M ... 98.14 g mol⁻¹
Total energy ... -309.70215 Eh
LUMO level ... -0.007 Eh
HOMO energy ... -8.4339 eV

(2)
Molecular formula: C21H24F3N3
Method: DFT, ωB97M-V/def2-TZVPD

```
! RIJCOSX wB97M-V def2-TZVPD def2/J DEFGRID3
* xyz 0 1
C -4.94 4.23 -0.35
C -4.55 2.79 -0.20
C -5.06 1.81 -1.03
C -4.68 0.49 -0.87
C -3.79 0.11 0.13
C -3.39 -1.33 0.27
N -1.97 -1.50 0.04
C -1.46 -2.82 0.35
C 0.06 -2.71 0.50
N 0.60 -1.95 -0.61
N 1.77 -1.36 -0.62
C 2.64 -1.46 0.31
C 3.90 -0.76 0.19
C 4.86 -0.87 1.20
C 6.07 -0.21 1.10
C 6.33 0.58 -0.01
C 7.65 1.27 -0.14
F 8.58 0.51 -0.76
F 8.19 1.60 1.05
F 7.58 2.41 -0.85
C 5.39 0.69 -1.03
C 4.19 0.03 -0.93
C -0.26 -1.73 -1.73
C -1.57 -1.06 -1.30
C -3.28 1.09 0.98
C -2.33 0.73 2.08
C -3.67 2.41 0.81
H -5.38 4.61 0.57
H -5.66 4.36 -1.16
H -4.06 4.84 -0.57
H -5.75 2.08 -1.82
H -5.08 -0.26 -1.54
H -3.99 -1.95 -0.42
H -3.59 -1.66 1.29
H -1.89 -3.14 1.30
H -1.73 -3.57 -0.41
H 0.52 -3.71 0.55
H 0.29 -2.17 1.43
H 2.50 -2.05 1.22
H 4.65 -1.48 2.07
H 6.80 -0.29 1.89
H 5.61 1.30 -1.89
H 3.45 0.11 -1.71
H -0.48 -2.69 -2.22
H 0.27 -1.10 -2.44
H -1.45 0.03 -1.27
H -2.35 -1.29 -2.04
H -1.49 0.16 1.68
H -1.96 1.62 2.58
H -2.83 0.10 2.82
H -3.27 3.17 1.47
*
```

## Properties
SMILES ... Cc1ccc(CN2CCN(/N=C/c3ccc(C(F)(F)F)cc3)CC2)c(C)c1
Energy relative to the best compared isomer or geometry (same formula, charge and spin) ... 0.000 eV
Orbital gap ... 8.31 eV
M ... 375.44 g mol⁻¹
Total energy ... -1278.47391 Eh
LUMO level ... 0.022 Eh
HOMO energy ... -7.7121 eV

(3)
Molecular formula: C3H6N2O
Method: DFT, ωB97M-V/def2-TZVPD

```
! RIJCOSX wB97M-V def2-TZVPD def2/J DEFGRID3
* xyz 0 1
N -1.88 2.31 -0.62
C -1.45 1.37 -0.10
C -0.78 0.16 0.42
O -0.08 0.51 1.60
C 0.15 -0.38 -0.75
N 1.47 -0.80 -0.35
H -1.54 -0.59 0.67
H 0.81 0.13 1.53
H 0.23 0.39 -1.52
H -0.36 -1.24 -1.21
H 1.90 -0.15 0.31
H 1.51 -1.74 0.02
*
```

## Properties
SMILES ... N#C[C@H](O)CN
Energy relative to the best compared isomer or geometry (same formula, charge and spin) ... 1.801 eV
Orbital gap ... 10.80 eV
M ... 86.09 g mol⁻¹
Total energy ... -302.62691 Eh
LUMO level ... 0.018 Eh
HOMO energy ... -10.3098 eV

(4)
Molecular formula: H10O5
Method: DFT, ωB97M-V/def2-TZVPD

```
! RIJCOSX wB97M-V def2-TZVPD def2/J DEFGRID3
* xyz 0 1
O -0.88 -1.05 1.23
H -1.62 -1.61 0.96
H -0.15 -1.33 0.66
O -5.15 -0.48 -0.72
H -4.53 -0.50 0.02
H -5.42 0.44 -0.78
O 2.48 -1.74 -0.12
H 3.21 -2.20 0.33
H 2.02 -2.45 -0.58
O 0.36 3.03 0.30
H 0.01 3.35 1.14
H 0.19 3.75 -0.32
O 3.17 0.26 -0.58
H 2.90 0.87 -1.28
H 3.54 -0.49 -1.05
*
```

## Properties
SMILES ... O.O.O.O.O
Energy relative to the best compared isomer or geometry (same formula, charge and spin) ... 2.230 eV
Orbital gap ... 10.65 eV
M ... 90.08 g mol⁻¹
Total energy ... -382.14223 Eh
LUMO level ... 0.020 Eh
HOMO energy ... -10.1025 eV

(5)
Molecular formula: C3H5N5
Method: DFT, ωB97M-V/def2-TZVPD

```
! RIJCOSX wB97M-V def2-TZVPD def2/J DEFGRID3
* xyz 0 1
H 3.11 1.07 -0.10
N 2.23 0.72 -0.21
C 2.05 -0.53 -0.04
N 0.88 -1.07 0.10
C -0.23 -0.50 0.22
N -0.54 0.93 0.34
C -2.05 0.87 -0.19
N -2.47 -0.31 -0.19
N -1.50 -1.18 -0.07
H 2.88 -1.28 -0.18
H 0.21 1.75 0.03
H -2.86 1.78 0.18
H -1.70 -2.25 0.11
*
```

## Properties
SMILES ... [H]/N=C/N=c1\[nH]cn[nH]1
Energy relative to the best compared isomer or geometry (same formula, charge and spin) ... 3.863 eV
Orbital gap ... 9.49 eV
M ... 111.11 g mol⁻¹
Total energy ... -390.97647 Eh
LUMO level ... 0.035 Eh
HOMO energy ... -8.5413 eV

(6)
Molecular formula: C14H35N12O7S
Method: DFT, ωB97M-V/def2-TZVPD

```
! RIJCOSX wB97M-V def2-TZVPD def2/J DEFGRID3
* xyz 1 1
C -1.32 0.13 4.06
C -0.04 0.48 3.23
C 0.77 1.64 3.61
C 1.98 1.89 2.81
C 2.40 1.05 1.71
C 1.51 -0.10 1.36
C 1.79 -1.12 0.15
S 1.48 -0.22 -1.42
O 1.02 1.30 -1.03
C 0.29 -0.39 2.11
H -1.75 1.06 4.52
H -1.02 -0.63 4.83
H -2.13 -0.27 3.38
H 0.51 2.31 4.46
H 2.59 2.78 3.10
H 3.32 1.24 1.10
H 1.05 -1.97 0.22
H 2.83 -1.49 0.29
H 2.70 -0.14 -2.06
H 0.55 1.72 -1.80
H -0.36 -1.28 1.82
C -2.12 3.17 -1.58
O -1.64 2.79 -2.65
N -1.67 2.69 -0.39
N -3.12 4.08 -1.50
H -2.03 2.97 0.50
H -0.94 2.02 -0.44
H -3.48 4.46 -2.36
H -3.51 4.39 -0.63
C -2.57 -3.44 1.08
O -1.48 -3.62 1.60
N -3.72 -3.89 1.64
N -2.73 -2.79 -0.10
H -4.63 -3.76 1.23
H -3.65 -4.38 2.51
H -1.91 -2.44 -0.55
H -3.63 -2.64 -0.54
C -2.30 6.54 -4.63
O -3.17 6.96 -3.88
N -1.69 7.34 -5.56
N -1.88 5.25 -4.61
H -0.98 7.01 -6.19
H -1.99 8.30 -5.61
H -2.30 4.65 -3.93
H -1.16 4.89 -5.21
C 5.95 2.34 -0.34
O 5.66 1.15 -0.28
N 6.95 2.89 0.40
N 5.29 3.22 -1.16
H 7.20 3.86 0.36
H 7.46 2.28 1.01
H 4.55 2.85 -1.72
H 5.51 4.19 -1.22
C 5.35 -4.29 1.73
O 5.68 -5.45 1.59
N 4.07 -3.93 2.04
N 6.22 -3.25 1.60
H 3.77 -2.98 2.17
H 3.39 -4.67 2.14
H 7.17 -3.48 1.38
H 5.97 -2.29 1.72
C -6.42 -6.01 -1.08
O -6.76 -5.12 -1.84
N -5.14 -6.13 -0.62
N -7.29 -6.95 -0.62
H -4.84 -6.85 0.00
H -4.48 -5.45 -0.94
H -8.24 -6.89 -0.94
H -7.03 -7.69 0.01
*
```

## Properties
Orbital gap ... 7.63 eV
M ... 515.58 g mol⁻¹
Total energy ... -2136.30571 Eh
LUMO level ... -0.148 Eh
HOMO energy ... -11.6475 eV

(7)
Molecular formula: C7H13Br
Method: DFT, ωB97M-V/def2-TZVPD

```
! RIJCOSX wB97M-V def2-TZVPD def2/J DEFGRID3
* xyz 0 1
C -1.03 2.66 0.31
C -1.07 1.40 0.60
C -1.10 0.29 -0.39
Br -2.88 -0.46 -0.29
C 0.02 -1.07 -0.05
C -0.43 -1.76 1.27
C 1.41 -0.48 -0.08
C 1.85 0.04 -1.48
H -1.29 3.45 1.08
H -1.07 2.89 -0.71
H -1.25 1.16 1.69
H -0.76 0.46 -1.42
H -0.09 -1.84 -0.95
H -0.63 -1.09 2.17
H -1.42 -2.37 1.18
H 0.26 -2.57 1.54
H 1.47 0.05 0.84
H 2.11 -1.27 0.21
H 1.14 0.70 -1.89
H 1.99 -0.79 -2.16
H 2.78 0.60 -1.48
*
```

## Properties
SMILES ... C=C[C@H](Br)[C@H](C)CC
Energy relative to the best compared isomer or geometry (same formula, charge and spin) ... 0.000 eV
Orbital gap ... 10.40 eV
M ... 177.09 g mol⁻¹
Total energy ... -2848.45200 Eh
LUMO level ... 0.035 Eh
HOMO energy ... -9.4573 eV

(8)
Molecular formula: C4H5NO
Method: DFT, ωB97M-V/def2-TZVPD

```
! RIJCOSX wB97M-V def2-TZVPD def2/J DEFGRID3
* xyz 0 1
O 0.61 -1.16 -1.50
C -0.47 -0.64 -1.34
C -0.89 0.12 -0.09
C 0.11 -0.08 1.00
C 1.43 0.72 0.58
N 0.90 0.89 1.71
H -1.24 -0.68 -2.14
H -0.90 1.18 -0.37
H -1.92 -0.19 0.16
H -0.12 -0.97 1.63
H 2.50 0.82 0.36
*
```

## Properties
SMILES ... O=CC[C@H]1C=N1
Energy relative to the best compared isomer or geometry (same formula, charge and spin) ... 3.662 eV
Orbital gap ... 10.32 eV
M ... 83.09 g mol⁻¹
Total energy ... -285.27999 Eh
LUMO level ... 0.038 Eh
HOMO energy ... -9.2926 eV

(9)
Molecular formula: C5H6Cl2IrO4PrS
Method: DFT, ωB97M-V/def2-TZVPD

```
! RIJCOSX wB97M-V def2-TZVPD def2/J DEFGRID3
* xyz 4 7
Pr -0.16 -0.01 -2.87
Ir 0.71 0.28 -0.40
Cl -0.78 -2.02 -1.35
Cl -0.65 2.38 -1.78
C 1.73 1.73 0.06
C 0.75 -2.06 -4.71
C 0.85 1.23 -5.25
O 2.26 2.64 0.61
O 1.05 -2.99 -5.30
O 1.21 1.93 -6.11
C -1.10 -1.58 3.10
S -1.26 -0.29 1.85
C -0.45 1.07 2.71
O -0.07 -0.82 0.97
H -1.75 -1.31 3.93
H -0.03 -1.60 3.36
H -1.40 -2.51 2.62
H 0.59 0.76 2.86
H -0.52 1.97 2.07
H -0.99 1.21 3.64
*
```

## Properties
Orbital gap (spin up / spin down) ... 8.92 / 5.72 eV
M ... 566.20 g mol⁻¹
Expectation value of S² ... 12.032
Total energy ... -2432.98402 Eh
LUMO level (spin up / spin down) ... -0.629 / -0.757 Eh
HOMO energy (spin up / spin down) ... -26.0370 / -26.3242 eV